# 1
A molecular structure, C63H48Br2IN3O5PbS2. Source: the Open Molecules 2025 dataset; level of theory: wB97M-V/def2-TZVPD.

Properties
* charge: 0
* E_HOMO: -6.9 eV
* energy relative to the best compared isomer or geometry (same formula, charge and spin): 0.0 kJ/mol
* frontier orbital gap: 0.2552 Eh

Each line ends with the Löwdin charge.
Geometry (Å):
Pb  -1.33  -1.13  -2.17  1.044
C  -4.78  -3.29  0.63  -0.029
C  -3.43  -3.92  0.84  -0.278
N  -3.23  -4.67  1.90  0.109
C  -2.00  -5.22  2.09  -0.110
C  -1.00  -5.14  1.17  -0.178
C  0.37  -5.69  1.45  -0.211
O  1.36  -4.67  1.45  -0.061
C  -1.22  -4.40  -0.02  -0.103
C  -0.32  -4.54  -1.14  -0.051
N  -0.38  -3.81  -2.19  -0.030
C  0.38  -4.10  -3.33  -0.352
C  1.68  -4.61  -3.35  -0.012
C  2.31  -4.90  -4.55  -0.077
C  1.66  -4.68  -5.76  -0.093
C  0.39  -4.12  -5.77  -0.163
C  -0.22  -3.83  -4.56  -0.604
I  -2.12  -2.93  -4.54  1.060
C  -2.41  -3.64  -0.13  -0.326
O  -2.64  -2.74  -1.02  -0.265
H  -5.45  -3.61  1.43  0.077
H  -5.20  -3.59  -0.34  0.084
H  -4.70  -2.20  0.62  0.056
H  -1.86  -5.75  3.03  0.104
H  0.66  -6.44  0.71  0.111
H  0.36  -6.19  2.42  0.113
H  0.93  -3.81  1.36  0.049
H  0.38  -5.38  -1.09  0.129
H  2.20  -4.74  -2.40  0.120
H  3.31  -5.31  -4.54  0.105
H  2.15  -4.92  -6.69  0.103
H  -0.11  -3.91  -6.70  0.095
C  8.01  -0.22  2.91  -0.048
C  6.72  -0.35  2.14  -0.267
C  6.68  -0.16  0.76  -0.033
C  5.50  -0.28  0.05  -0.053
C  4.34  -0.61  0.73  -0.358
C  4.36  -0.85  2.10  -0.069
C  5.55  -0.71  2.80  -0.032
S  2.74  -0.68  -0.07  0.990
O  2.92  -1.10  -1.49  -0.523
C  2.45  1.12  -0.14  -0.289
C  2.79  1.74  -1.37  -0.069
C  2.58  3.08  -1.53  -0.031
C  1.96  3.84  -0.50  -0.185
C  1.66  5.21  -0.68  -0.032
C  1.02  5.92  0.29  -0.077
C  0.63  5.28  1.49  -0.066
C  0.93  3.96  1.70  -0.022
C  1.60  3.21  0.71  -0.141
C  1.90  1.82  0.89  -0.161
C  1.68  1.20  2.24  -0.152
C  2.54  1.61  3.32  -0.117
C  3.63  2.51  3.12  -0.010
C  4.46  2.84  4.15  -0.066
C  4.25  2.31  5.44  -0.075
C  3.21  1.45  5.66  -0.032
C  2.35  1.07  4.61  -0.155
C  1.32  0.10  4.81  -0.007
C  0.55  -0.32  3.78  -0.043
C  0.73  0.25  2.49  -0.289
S  -0.29  -0.47  1.19  0.924
O  -0.24  -1.94  1.42  -0.479
C  -1.88  0.10  1.79  -0.361
C  -2.81  -0.83  2.20  -0.048
C  -4.06  -0.39  2.61  -0.022
C  -4.38  0.96  2.61  -0.257
C  -5.75  1.45  3.02  -0.041
C  -3.41  1.88  2.20  -0.034
C  -2.16  1.46  1.79  -0.076
H  8.81  0.17  2.28  0.074
H  8.33  -1.19  3.30  0.085
H  7.89  0.45  3.77  0.078
H  7.59  0.10  0.24  0.112
H  5.47  -0.14  -1.02  0.116
H  3.44  -1.15  2.61  0.115
H  5.56  -0.89  3.87  0.121
H  3.20  1.13  -2.16  0.099
H  2.85  3.57  -2.46  0.119
H  1.95  5.69  -1.61  0.114
H  0.79  6.97  0.14  0.103
H  0.11  5.84  2.25  0.105
H  0.63  3.48  2.63  0.121
H  3.81  2.91  2.13  0.123
H  5.29  3.51  3.97  0.106
H  4.91  2.59  6.25  0.104
H  3.05  1.03  6.65  0.114
H  1.18  -0.31  5.81  0.120
H  -0.20  -1.09  3.91  0.121
H  -2.56  -1.89  2.19  0.105
H  -4.80  -1.12  2.93  0.116
H  -6.39  0.61  3.32  0.076
H  -6.23  1.98  2.20  0.074
H  -5.67  2.14  3.87  0.082
H  -3.65  2.94  2.18  0.117
H  -1.42  2.18  1.45  0.097
Br  -0.87  1.99  -1.68  0.853
C  -2.71  2.38  -1.37  -0.569
C  -2.97  3.66  -0.98  -0.143
C  -4.30  4.03  -0.69  -0.088
C  -5.30  3.11  -0.81  -0.049
C  -5.02  1.78  -1.23  -0.171
C  -6.09  0.86  -1.37  -0.045
C  -5.85  -0.41  -1.81  -0.074
C  -4.52  -0.81  -2.10  -0.163
C  -3.43  0.01  -1.95  -0.257
C  -3.69  1.36  -1.53  -0.228
H  -2.17  4.37  -0.89  0.094
H  -4.52  5.04  -0.38  0.104
H  -6.33  3.37  -0.60  0.112
H  -7.10  1.18  -1.13  0.110
H  -6.66  -1.11  -1.93  0.106
H  -4.37  -1.84  -2.40  0.059
O  -0.16  3.97  -6.56  0.081
C  -0.47  2.81  -5.94  -0.310
C  -1.76  2.51  -5.51  0.004
C  -1.96  1.31  -4.86  -0.159
N  -0.98  0.42  -4.64  -0.079
C  0.23  0.73  -5.08  -0.748
Br  1.59  -0.54  -4.73  0.812
C  0.55  1.90  -5.73  -0.039
H  -0.95  4.52  -6.65  0.113
H  -2.58  3.19  -5.67  0.121
H  -2.94  1.03  -4.49  0.110
H  1.56  2.11  -6.06  0.117

=====

# 2
A molecular structure, C24H37CaF3N4O4S. Source: the Open Molecules 2025 dataset; level of theory: wB97M-V/def2-TZVPD.

Properties
* charge: +2
* E_HOMO: -12.7 eV
* energy relative to the best compared isomer or geometry (same formula, charge and spin): 34.5 kJ/mol
* frontier orbital gap: 0.3097 Eh

Each line ends with the Löwdin charge.
Geometry (Å):
Ca  0.77  -0.27  -1.18  1.315
C  0.45  -3.68  -1.38  -0.066
O  -0.04  -2.47  -1.96  -0.303
C  -0.09  -2.56  -3.39  -0.174
C  -0.84  -1.36  -3.92  -0.151
O  -0.21  -0.21  -3.36  -0.294
C  -0.43  1.04  -4.04  -0.152
C  0.93  1.61  -4.35  -0.154
O  1.70  1.70  -3.14  -0.263
C  1.90  3.05  -2.70  -0.054
H  -0.17  -4.52  -1.68  0.104
H  0.42  -3.57  -0.30  0.084
H  1.48  -3.86  -1.70  0.103
H  -0.60  -3.48  -3.69  0.143
H  0.94  -2.58  -3.78  0.139
H  -1.89  -1.40  -3.61  0.145
H  -0.78  -1.35  -5.01  0.145
H  -0.99  1.69  -3.37  0.106
H  -1.00  0.88  -4.95  0.141
H  0.83  2.60  -4.81  0.138
H  1.46  0.96  -5.04  0.141
H  0.96  3.49  -2.39  0.099
H  2.34  3.64  -3.50  0.103
H  2.59  3.01  -1.86  0.082
O  2.75  -0.72  -2.41  -0.170
C  3.98  -1.10  -1.81  -0.145
C  3.73  -1.72  -0.46  -0.257
C  4.74  -2.42  0.18  0.005
C  4.51  -2.94  1.44  -0.022
C  3.27  -2.74  2.03  -0.034
C  2.32  -2.04  1.32  -0.131
N  2.53  -1.54  0.10  0.011
H  2.85  0.11  -2.91  0.085
H  4.62  -0.22  -1.68  0.143
H  4.51  -1.81  -2.45  0.138
H  5.70  -2.56  -0.32  0.131
H  5.29  -3.49  1.95  0.124
H  3.05  -3.12  3.01  0.116
H  1.33  -1.87  1.75  0.113
F  -1.48  4.60  0.60  0.146
C  -0.89  4.07  1.67  -0.599
F  -1.80  3.24  2.26  0.090
F  -0.68  5.06  2.55  0.151
C  0.39  3.34  1.35  -0.117
C  1.57  3.75  1.94  0.023
C  2.75  3.07  1.66  -0.033
C  2.68  2.00  0.81  -0.141
N  1.55  1.60  0.21  -0.089
C  0.39  2.25  0.46  -0.696
S  -1.02  1.66  -0.38  0.590
H  1.57  4.60  2.61  0.133
H  3.69  3.37  2.11  0.115
H  3.57  1.42  0.57  0.113
C  -3.22  0.72  3.71  -0.053
C  -2.12  0.09  2.83  -0.147
N  -2.65  -1.04  2.07  -0.146
C  -3.32  -1.97  2.98  -0.134
C  -4.59  -1.32  3.58  -0.054
N  -4.53  0.15  3.25  -0.085
C  -4.67  0.35  1.76  -0.048
C  -3.62  -0.56  1.09  -0.146
H  -3.28  1.80  3.60  0.125
H  -3.12  0.48  4.77  0.138
H  -1.29  -0.24  3.45  0.130
H  -1.75  0.82  2.11  0.059
H  -2.62  -2.24  3.78  0.129
H  -3.58  -2.88  2.45  0.129
H  -4.66  -1.41  4.66  0.137
H  -5.51  -1.70  3.13  0.137
H  -5.29  0.63  3.72  0.192
H  -4.50  1.40  1.57  0.140
H  -5.69  0.10  1.49  0.138
H  -3.09  0.02  0.33  0.060
H  -4.09  -1.41  0.61  0.131

=====

# 3
A molecular structure, C31H50Ge2MoN8OS. Source: the Open Molecules 2025 dataset; level of theory: wB97M-V/def2-TZVPD.

Properties
* charge: +3
* multiplicity: 2
* E_HOMO (alpha / beta): -15.1 / -14.8 eV
* energy relative to the best compared isomer or geometry (same formula, charge and spin): 38.0 kJ/mol
* frontier orbital gap (alpha / beta): 0.2497 / 0.2530 Eh

Each line ends with the Löwdin charge.
Geometry (Å):
Mo  0.87  1.44  0.94  1.365
C  2.97  0.56  3.11  -0.151
C  2.60  2.03  3.30  -0.159
N  2.37  2.66  1.99  -0.157
C  3.60  2.83  1.20  -0.141
C  3.39  2.39  -0.26  -0.170
N  2.69  1.09  -0.32  -0.148
C  3.54  -0.03  0.13  -0.147
C  2.78  -0.90  1.14  -0.178
N  2.07  -0.05  2.11  -0.165
H  2.92  0.04  4.07  0.143
H  4.00  0.47  2.75  0.117
H  3.38  2.54  3.87  0.145
H  1.66  2.09  3.87  0.118
H  1.97  3.58  2.18  0.121
H  4.41  2.25  1.65  0.118
H  3.92  3.88  1.20  0.146
H  4.36  2.34  -0.76  0.142
H  2.78  3.13  -0.78  0.121
H  2.46  0.93  -1.31  0.114
H  4.45  0.37  0.58  0.121
H  3.84  -0.66  -0.71  0.118
H  3.47  -1.59  1.63  0.146
H  2.03  -1.50  0.61  0.079
H  1.40  -0.65  2.60  0.130
N  -1.31  0.96  -2.90  0.081
C  -0.83  1.36  -1.71  -0.757
S  -0.70  0.11  -0.43  0.676
N  -0.43  2.55  -1.50  0.017
N  0.00  2.85  -0.23  -0.221
C  -0.22  4.08  0.12  -0.031
C  -0.21  4.51  1.48  -0.161
C  -0.22  5.89  1.78  -0.014
C  -0.41  6.34  3.07  -0.044
C  -0.66  5.42  4.09  -0.030
C  -0.68  4.07  3.83  -0.004
C  -0.42  3.56  2.54  -0.373
O  -0.40  2.28  2.34  -0.228
H  -2.01  0.23  -2.88  0.059
H  -1.50  1.71  -3.56  0.128
H  -0.55  4.78  -0.64  0.150
H  -0.07  6.59  0.97  0.127
H  -0.39  7.40  3.28  0.121
H  -0.83  5.77  5.10  0.124
H  -0.88  3.36  4.61  0.120
N  -5.90  -0.92  2.29  0.198
C  -4.56  -1.07  2.92  -0.137
C  -3.42  -0.57  2.00  -0.280
N  -2.11  -0.66  2.59  0.006
H  -6.64  -1.28  2.90  0.187
H  -5.94  -1.43  1.39  0.177
H  -6.10  0.08  2.10  0.184
H  -4.41  -2.12  3.16  0.140
H  -4.55  -0.50  3.86  0.140
H  -3.58  0.47  1.72  0.126
H  -3.41  -1.18  1.08  0.091
H  -1.95  -1.58  2.99  0.083
H  -1.97  0.04  3.32  0.079
C  0.92  -2.94  -5.18  -0.223
Ge  1.26  -1.29  -4.15  0.789
C  3.14  -1.16  -3.48  -0.239
C  0.79  0.35  -5.19  -0.236
Ge  -0.17  -1.67  -2.00  0.857
C  -2.10  -2.15  -2.28  -0.360
C  -2.73  -1.97  -3.51  -0.134
C  -4.05  -2.36  -3.70  -0.053
C  -4.75  -2.94  -2.66  -0.059
C  -4.13  -3.13  -1.43  -0.086
C  -2.82  -2.73  -1.24  -0.137
C  0.55  -2.99  -0.67  -0.370
C  0.19  -3.00  0.68  -0.189
C  0.66  -3.99  1.52  -0.076
C  1.51  -4.97  1.04  -0.052
C  1.89  -4.97  -0.29  -0.049
C  1.41  -3.98  -1.14  -0.110
H  1.21  -2.76  -6.21  0.034
H  -0.13  -3.22  -5.17  0.015
H  1.50  -3.78  -4.81  0.022
H  3.80  -1.42  -4.30  0.034
H  3.32  -1.86  -2.67  0.001
H  3.38  -0.15  -3.16  0.003
H  1.50  0.42  -6.00  0.032
H  0.85  1.26  -4.60  0.005
H  -0.21  0.27  -5.62  0.018
H  -2.17  -1.54  -4.34  0.098
H  -4.52  -2.23  -4.66  0.119
H  -5.77  -3.26  -2.80  0.116
H  -4.67  -3.62  -0.63  0.104
H  -2.33  -2.89  -0.29  0.080
H  -0.46  -2.21  1.06  0.047
H  0.37  -3.99  2.57  0.108
H  1.86  -5.75  1.70  0.118
H  2.55  -5.73  -0.67  0.119
H  1.70  -3.98  -2.18  0.090

=====

# 4
A gas-phase ion, C11H24N2P (charge +1). Source: the Open Molecules 2025 dataset; level of theory: wB97M-V/def2-TZVPD.

Properties
* charge: +1
* E_HOMO (alpha / beta): -10.6 / -11.3 eV
* energy relative to the best compared isomer or geometry (same formula, charge and spin): 62.9 kJ/mol
* frontier orbital gap (alpha / beta): 0.2830 / 0.2856 Eh

Each line ends with the Löwdin charge.
Geometry (Å):
C  -0.19  -0.41  -2.94  -0.210
C  0.50  0.07  -1.68  -0.206
C  -2.91  1.56  -0.33  -0.040
C  -2.01  2.65  -0.57  -0.047
C  -1.25  -1.52  -2.53  -0.122
C  -0.44  0.52  -0.51  -0.441
C  -2.58  -1.49  -3.32  -0.111
C  3.26  1.06  3.11  -0.114
C  2.32  0.02  3.74  -0.259
C  1.25  -0.60  2.86  -0.240
C  1.76  -1.26  1.57  -0.224
N  0.56  -1.69  0.75  -0.352
N  -1.58  1.31  -0.95  -0.077
P  -0.96  -1.05  0.57  0.981
H  -0.69  0.35  -3.62  0.119
H  0.54  -0.85  -3.65  0.129
H  0.82  -0.87  -1.35  0.057
H  1.27  0.79  -1.83  0.109
H  -3.02  1.20  0.75  0.149
H  -3.79  1.41  -0.92  0.128
H  -2.11  3.33  -1.48  0.167
H  -1.37  3.05  0.22  0.137
H  -0.90  -2.52  -2.49  0.066
H  0.21  1.08  0.17  0.109
H  -2.92  -0.46  -3.48  0.061
H  -3.34  -2.16  -2.98  0.057
H  -2.42  -1.90  -4.33  0.088
H  3.89  0.63  2.41  0.026
H  2.58  1.96  2.60  0.131
H  3.94  1.64  3.73  0.062
H  2.93  -0.80  4.19  0.123
H  1.74  0.61  4.49  0.116
H  0.68  -1.45  3.31  0.126
H  0.55  0.14  2.71  0.051
H  2.38  -2.15  1.65  0.124
H  2.39  -0.62  0.99  0.094
H  0.45  -2.61  1.18  0.067
H  -1.56  1.05  -1.98  0.166

=====

# 5
A molecular structure, C17H26AlBF13O12S. Source: the Open Molecules 2025 dataset; level of theory: wB97M-V/def2-TZVPD.

Properties
* charge: -1
* E_HOMO: -5.4 eV
* frontier orbital gap: 0.2754 Eh

Each line ends with the Löwdin charge.
Geometry (Å):
C  5.48  -4.33  -2.70  -0.139
O  4.99  -3.10  -3.19  -0.055
B  4.09  -2.45  -2.36  -0.703
O  4.34  -1.10  -2.26  0.088
Al  2.50  -3.44  -1.37  0.423
S  0.46  -3.25  -2.54  0.478
O  -0.01  -4.54  -2.95  -0.389
O  0.50  -2.32  -3.63  -0.393
F  -0.67  -2.76  -1.48  -0.294
H  4.91  -5.15  -3.12  0.079
H  6.52  -4.44  -2.97  0.077
H  5.43  -4.41  -1.62  0.063
H  3.98  -0.75  -1.44  0.070
H  2.78  -5.02  -1.23  -0.083
H  2.26  -2.86  0.08  -0.101
C  -0.72  -1.87  5.24  -0.057
C  0.60  -1.23  5.62  -0.196
O  1.65  -1.60  4.71  0.035
C  1.67  -0.94  3.56  -0.392
O  0.90  -0.09  3.24  0.164
C  2.85  -1.41  2.70  -0.556
F  2.94  -2.74  2.68  0.160
F  4.01  -0.93  3.20  0.149
F  2.71  -0.96  1.46  0.142
H  -0.61  -2.95  5.17  0.083
H  -1.48  -1.63  5.99  0.080
H  -1.06  -1.51  4.28  0.077
H  0.93  -1.58  6.60  0.122
H  0.52  -0.14  5.67  0.120
C  1.51  0.67  -4.05  -0.044
C  0.88  1.76  -3.21  -0.179
O  1.83  2.82  -2.91  0.042
C  2.04  3.71  -3.86  -0.421
O  1.53  3.75  -4.94  0.164
C  3.03  4.77  -3.35  -0.538
F  4.09  4.21  -2.75  0.164
F  2.43  5.58  -2.46  0.153
F  3.47  5.52  -4.36  0.159
H  2.40  0.28  -3.56  0.075
H  0.80  -0.14  -4.19  0.057
H  1.81  1.05  -5.03  0.080
H  0.58  1.36  -2.25  0.124
H  0.00  2.18  -3.69  0.119
C  -0.89  2.92  3.25  -0.049
C  -1.89  3.72  4.06  -0.189
O  -3.18  3.06  4.10  0.039
C  -3.29  2.05  4.95  -0.408
O  -2.45  1.65  5.69  0.163
C  -4.72  1.48  4.89  -0.539
F  -5.11  1.30  3.62  0.169
F  -5.57  2.33  5.48  0.158
F  -4.78  0.32  5.52  0.167
H  -1.28  2.73  2.25  0.082
H  0.05  3.46  3.17  0.089
H  -0.69  1.96  3.71  0.060
H  -2.08  4.68  3.60  0.123
H  -1.54  3.90  5.08  0.123
C  -3.58  -1.33  -4.35  -0.049
C  -4.45  -0.23  -3.77  -0.196
O  -4.37  -0.20  -2.33  0.036
C  -3.30  0.39  -1.83  -0.402
O  -2.42  0.90  -2.44  0.171
C  -3.37  0.34  -0.29  -0.538
F  -3.71  -0.87  0.15  0.172
F  -4.29  1.22  0.15  0.152
F  -2.19  0.67  0.24  0.169
H  -3.85  -2.29  -3.91  0.088
H  -3.71  -1.38  -5.43  0.082
H  -2.52  -1.16  -4.13  0.075
H  -5.49  -0.41  -4.00  0.120
H  -4.18  0.75  -4.18  0.122

=====

# 6
5 unconnected molecules or ions with the total composition H10O5. Source: the Open Molecules 2025 dataset; level of theory: wB97M-V/def2-TZVPD.

Properties
* charge: 0
* E_HOMO: -10.5 eV
* energy relative to the best compared isomer or geometry (same formula, charge and spin): 109.7 kJ/mol
* frontier orbital gap: 0.3918 Eh
* structure (SMILES): O.O.O.O.O

Each line ends with the Löwdin charge.
Geometry (Å):
O  6.29  -15.46  -1.66  -0.041
H  6.56  -15.70  -2.54  -0.015
H  5.78  -14.67  -1.83  0.007
O  8.57  -13.28  -6.83  -0.056
H  8.18  -13.23  -7.70  0.032
H  9.44  -12.91  -7.10  0.059
O  6.30  -13.14  -3.59  -0.042
H  6.78  -13.86  -3.94  -0.073
H  6.74  -12.36  -3.92  0.038
O  5.65  -15.85  -5.49  -0.023
H  5.28  -15.71  -6.36  0.070
H  4.98  -15.82  -4.82  0.058
O  7.88  -15.15  -4.29  -0.037
H  7.29  -15.56  -4.90  -0.012
H  8.61  -14.92  -4.85  0.038

=====

Listing strongest force on any atom for the structures above in their given order: 0.0147; 0.0074; 0.0470; 0.0782; 0.0250; 0.0596 Eh/bohr.
Listing electronic energy for the structures above in their given order: -255922.3517; -77055.7005; -172627.6822; -24053.4791; -96062.1566; -10399.7122 eV.